Entry 1:
A 2-piece molecular cluster, C2H4N2O overall at a distorted geometry, computed with the ωB97M-V functional and the def2-TZVPD basis.

ORCA input file:
```
! RIJCOSX wB97M-V def2-TZVPD def2/J DEFGRID3
* xyz 0 1
C -0.867 -0.127 0.376
C 1.211 -0.085 -0.460
N -1.646 0.865 -0.208
N -2.239 -0.159 0.144
O 0.057 -0.870 -0.327
H -0.839 0.122 1.829
H 1.330 0.444 0.499
H 0.899 0.576 -1.264
H 2.093 -0.766 -0.591
*
```

Here are the Löwdin charges for atoms 1 to 8, given in e: C -0.533; C -0.102; N 0.133; N 0.130; O -0.129; H 0.220; H 0.080; H 0.090

***

Entry 2:
One molecule with the formula C2H4N2O at a distorted geometry, computed with the ωB97M-V functional and the def2-TZVPD basis.

ORCA input file:
```
! RIJCOSX wB97M-V def2-TZVPD def2/J DEFGRID3
* xyz 0 1
C 0.789 -0.355 0.301
C -1.352 0.387 -0.096
N 3.066 -0.029 -0.489
N 2.016 -0.212 -0.068
O -0.084 0.672 0.452
H 0.677 -1.248 0.759
H -1.083 -0.148 -1.124
H -2.019 1.362 -0.109
H -2.011 -0.429 0.374
*
```

Here are the Löwdin charges for atoms 1 to 8, given in e: C -0.247; C -0.133; N 0.192; N -0.085; O -0.145; H 0.092; H 0.115; H 0.120

***

For reference, HOMO energy by record: -10.42, -8.19 eV.